Below is the molecule C6H12O in a non-equilibrium geometry, with properties calculated with ωB97M-V with the def2-TZVPD basis set.

## Properties
- relative energy (zero: lowest compared OMol25 entry of this formula, charge and spin) (eV) = 2.1865
- total charge = 0
- structure (SMILES) = CCC[C@H]1C[C@H]1O
- max |F| (eV Å⁻¹) = 2.42
- electronic energy (hartree) = -310.97892

Atoms and positions in Å:
C -2.731 0.155 -0.322
C -1.412 0.536 0.345
C -0.352 -0.546 0.186
C 1.007 -0.162 0.743
C 2.155 -1.033 0.327
C 2.134 0.330 -0.216
O 1.835 0.603 -1.540
H -2.581 -0.047 -1.389
H -3.150 -0.753 0.128
H -3.478 0.950 -0.230
H -1.571 0.739 1.413
H -1.028 1.466 -0.094
H -0.208 -0.762 -0.881
H -0.737 -1.484 0.625
H 1.130 0.754 1.284
H 1.851 -1.743 -0.437
H 2.939 -1.373 0.991
H 2.886 0.993 0.243
H 1.328 1.429 -1.516